Record 1
Below is a structure of composition C27H40BrIN3O2PdSi, with properties calculated with ωB97M-V/def2-TZVPD.

```
76
Properties=species:S:1:pos:R:3:forces:R:3:lowdin_charge:R:1
H -1.6445 -3.3690 -2.1797 -0.1 0.2 0.1 0.051
H 3.4501 -1.3134 4.0899 0.1 0.1 0.2 0.083
I -3.3879 -2.3808 1.2818 -0.6 0.3 -0.2 0.909
C -1.8967 -1.2728 -2.0688 -0.1 0.3 1.4 -0.240
C -4.0965 1.7826 -0.5666 -0.6 -1.3 0.2 -0.081
H 0.9580 0.1595 -1.8758 -0.1 0.0 0.0 0.045
H 2.7481 1.5414 2.0075 -0.1 0.2 -0.1 0.056
N -1.7522 -2.3986 -2.4107 0.2 -0.5 -0.8 0.023
H 5.2151 -0.0098 2.9729 0.1 0.0 0.2 0.083
H 4.4971 -1.0727 -2.1545 0.1 -0.1 -0.1 0.059
H 4.6340 0.6560 -2.4374 0.0 0.1 -0.1 0.083
H -8.3087 -2.6342 -0.1915 -0.1 -0.1 0.0 0.089
H -2.2458 5.9981 -0.7690 -0.1 0.0 0.0 0.094
H 2.0963 -1.9615 3.1705 -0.1 -0.1 0.1 0.070
C 3.3318 -0.5612 2.0742 0.0 0.0 -0.2 -0.630
H 1.4960 -3.0069 -1.7098 -0.2 0.0 -0.1 0.067
Br 0.3331 -1.0604 0.6941 1.1 -0.1 0.1 0.569
C 2.9986 0.1344 -1.1213 -0.1 -0.1 0.2 -0.617
Si 2.5923 -1.1006 0.3445 -0.1 0.0 0.1 0.552
H -5.3664 4.3516 -0.9250 0.1 0.0 -0.1 0.118
H 1.9346 1.8242 -0.2730 -0.1 0.1 0.1 0.063
C -7.5451 -0.6722 -0.6476 -0.2 -0.2 -0.1 -0.112
C -3.2378 4.1011 -0.6703 0.1 0.2 -0.1 -0.191
H 2.1706 0.7099 -3.0288 0.1 0.1 -0.1 0.086
H -3.6539 3.7006 -2.9775 0.0 0.0 0.0 0.088
H 5.1573 -0.0208 -0.9000 0.2 0.0 0.0 0.066
H 3.6701 1.8381 0.0776 0.1 0.1 0.1 0.064
O -1.9108 1.3498 1.2923 0.3 0.0 0.2 -0.130
C -2.0371 2.4301 0.6652 -0.8 0.1 -0.1 -0.346
C 2.9510 -2.9812 -0.1063 0.0 0.2 0.0 -0.624
H 1.9886 -1.0031 -2.6899 0.0 -0.2 -0.1 0.055
H -0.0336 3.1057 2.6517 0.0 -0.1 0.1 0.086
H 2.3660 -3.8204 1.8256 0.0 0.0 0.2 0.055
H 5.0653 -2.6805 -0.5417 0.2 0.1 -0.1 0.066
C 4.4060 -0.0976 -1.6833 -0.1 -0.2 0.2 -0.095
H -8.4796 -0.3069 -1.0533 0.0 0.0 0.0 0.095
C -7.4579 -1.9708 -0.1687 0.0 0.0 0.1 -0.122
C -2.2105 4.9744 -0.4081 -0.7 0.2 -0.4 -0.149
C -3.1670 2.7703 -0.1816 1.0 0.1 0.3 -0.096
H 1.0151 3.7632 1.3797 0.0 0.1 -0.1 0.074
H 1.0666 -3.7441 0.6524 -0.1 0.0 0.0 0.038
H 2.6454 -4.3403 -1.7617 0.0 -0.2 0.0 0.083
C -6.4557 0.1642 -0.6035 0.5 0.1 0.0 -0.029
C 0.1935 3.0823 1.5854 -0.1 -0.1 -0.1 -0.048
H -4.7605 2.0251 -1.4028 -0.1 0.0 0.1 0.113
N -1.1094 4.6543 0.2899 0.5 -0.3 0.3 0.088
H 3.7415 -2.5470 2.8741 0.1 -0.2 0.0 0.059
H 2.9999 0.9028 3.6240 0.1 0.0 0.1 0.086
C 2.1292 -3.9281 0.7749 0.0 0.2 0.0 -0.129
C -1.0195 3.4492 0.7872 0.4 0.4 0.1 -0.269
C 2.6103 0.6673 2.6333 -0.1 -0.1 -0.2 -0.123
C -4.4289 4.5956 -1.4422 0.0 0.3 0.1 -0.232
C 1.9675 -0.0173 -2.2432 -0.1 -0.2 0.2 -0.111
H -6.1762 -3.3823 0.8049 0.0 -0.1 0.0 0.072
C -5.1875 -0.2517 -0.1223 -1.3 -0.4 -0.3 -0.337
C 3.1419 -1.6727 3.1088 0.0 0.0 -0.3 -0.112
H 5.0029 0.6268 1.3500 0.1 0.1 -0.1 0.062
C 2.5368 -3.2755 -1.5516 0.0 0.2 0.1 -0.108
H 0.4603 2.0546 1.3447 0.1 0.0 0.1 0.026
C -6.2583 -2.3951 0.3774 -0.1 -0.1 -0.1 -0.196
H 1.5469 0.4743 2.7328 -0.2 0.1 0.0 0.046
O -4.5231 4.0461 -2.7516 -0.1 -0.2 -0.3 -0.080
N -4.1301 0.5841 -0.0188 0.7 1.5 0.3 0.000
H 4.6089 -4.3609 -0.2820 0.0 -0.2 -0.1 0.082
H 3.1544 -2.7375 -2.2652 0.0 0.0 -0.1 0.060
H 3.0838 2.2511 -1.5256 0.0 0.0 -0.2 0.087
H -6.5585 1.1831 -0.9471 0.0 0.0 0.0 0.097
Pd -2.0317 -0.4433 -0.1893 -0.3 0.0 -1.5 0.002
C 2.9191 1.5957 -0.6704 -0.1 -0.2 0.3 -0.096
H 4.7437 -3.2707 1.0878 0.1 0.0 0.2 0.060
H 5.3868 -1.0785 1.5798 0.2 -0.1 0.0 0.064
C 4.8246 -0.2396 1.9814 -0.1 -0.1 -0.2 -0.096
C 4.4323 -3.3371 0.0495 -0.1 0.2 0.1 -0.097
H 2.3283 -4.9606 0.4901 0.1 -0.2 -0.1 0.082
C -5.1598 -1.5631 0.3920 0.8 -0.1 0.2 -0.565
H -4.3683 5.6911 -1.5314 0.0 -0.2 0.1 0.106
```
Positions in Å, forces in eV/Å.

Kohn-Sham gap ... 5.686 eV
Relative energy (zero: lowest compared OMol25 entry of this formula, charge and spin) ... 25.9 kcal per mole
Total charge ... -1
Electronic energy ... -4656.71635 a.u.
E_HOMO ... -3.33 eV
2S+1 ... 1

Record 2
Below is a structure of composition C27H40F3N8O9SV, with properties calculated with ωB97M-V/def2-TZVPD.

```
89
Properties=species:S:1:pos:R:3:forces:R:3:mulliken_spin:R:1
H -3.5180 0.4057 0.2882 0.0 -0.4 0.1 0.000
C -1.8451 -0.0186 -4.6896 0.4 1.0 1.3 0.001
H 4.1465 -4.2733 -1.7571 0.3 0.8 -0.2 0.000
C 3.7901 -1.9294 -3.4065 2.0 0.9 -1.6 0.002
H 0.4967 -3.1703 -1.2070 0.3 -0.3 -0.1 0.001
N -0.1525 0.1956 0.2400 -4.2 2.5 -2.0 -0.025
H 2.4414 -2.0157 -0.2788 -0.7 -0.3 -0.5 0.040
C -2.8103 4.6813 -1.5453 -0.4 -1.4 0.0 0.000
H 0.1105 -1.5860 6.5728 0.3 0.1 0.0 0.000
C 2.1236 1.0154 6.2335 -0.3 -0.4 0.1 0.000
H -2.3518 3.2056 0.1311 0.4 0.5 -0.2 0.000
O 0.8948 4.0895 -2.8134 -1.1 0.3 -1.2 0.010
H -2.4510 5.6395 -1.2000 -0.2 -0.1 -0.1 0.000
C 0.6496 -0.7156 6.2291 1.6 1.2 -0.2 0.000
O 1.5969 4.4041 -0.8853 0.7 2.2 4.3 0.005
N -0.8918 2.8772 2.5419 -1.9 1.7 0.9 0.000
H 4.0023 -1.7906 -0.8963 0.1 0.3 0.1 0.002
H 0.2700 -2.1233 1.8480 0.2 0.3 0.1 0.000
O 0.6064 0.8088 -5.5536 -0.7 -2.0 -0.1 -0.033
H 3.9267 -2.9629 -3.7249 -0.1 -0.3 0.8 -0.002
H 1.8735 -3.4728 -3.3381 0.3 0.0 0.2 0.004
H 6.0436 -1.4224 -3.6742 -0.8 0.4 -1.0 0.000
O 1.4016 2.4787 -1.6058 1.6 -8.3 1.3 0.060
C -1.1097 5.1239 2.9709 -0.6 -2.3 0.0 0.000
H 3.5918 -2.7795 4.2730 0.0 -0.5 0.0 0.000
H -5.7932 0.2798 1.2296 -0.2 0.0 -0.1 0.000
N -3.2053 2.4627 -1.6005 1.1 -0.1 -0.2 0.000
N 2.6767 -1.7143 -2.4660 0.5 -0.6 1.8 -0.015
O -0.5329 2.3352 -4.1724 -1.1 -3.6 0.5 -0.014
H 2.9416 -5.1849 3.0219 0.1 0.1 0.1 0.000
H 1.4794 2.0132 4.4361 -0.4 -0.3 -0.2 0.000
H -3.1724 1.4921 -1.3231 0.1 0.3 -0.3 0.000
H 0.9961 -4.6098 1.3393 -0.1 0.2 0.0 0.000
C 1.3589 1.1564 5.0825 1.2 -0.1 1.5 0.000
N 1.7292 -0.1184 6.9112 -1.0 0.0 -0.8 0.000
C 2.8240 -3.0263 3.5548 0.1 -0.5 0.8 0.000
H -2.9913 -1.6136 -1.1273 -0.2 -0.2 -0.3 0.000
H 5.6331 -1.7087 -2.1488 -0.6 -0.1 0.5 -0.001
C -0.2336 4.0306 2.9371 -0.1 1.0 -0.7 0.000
H 2.5229 -4.3501 -1.2052 0.0 -0.4 0.2 0.000
O 0.5626 0.3565 -3.2378 1.6 -1.9 2.2 -0.111
O 0.9290 0.0416 -0.3556 5.2 -1.1 -2.3 -0.116
H 3.7976 -4.0419 -0.0411 -0.1 0.2 0.0 -0.001
H -0.1415 -1.6962 -1.7785 0.0 0.2 -0.5 0.010
H 3.4881 -1.4977 -4.3607 -0.2 0.4 0.0 -0.001
C -6.0615 -1.5354 0.0546 -1.8 -0.8 0.0 0.000
C 0.2804 -2.6369 -2.1326 0.9 0.4 0.0 0.003
H 0.8378 4.0546 3.0711 0.0 -0.1 -0.2 0.000
H -5.2439 -3.0989 -1.3536 -0.3 0.0 0.2 0.000
H -3.8570 4.9479 -3.5527 0.3 0.2 0.1 0.000
F -2.2565 -0.4457 -3.4847 -0.2 -0.5 -0.8 0.000
F -1.4115 -0.9929 -5.4750 -1.6 -0.4 -0.1 0.000
H 1.3223 -1.9512 -3.9737 -0.4 -0.1 0.0 0.001
C 3.4574 -3.8107 -1.0505 -1.7 0.1 -0.1 0.002
C -3.4969 4.3251 -2.7473 0.7 -1.1 -0.9 0.000
N 1.9689 -2.0133 3.2071 -0.8 -2.9 -2.1 0.000
H -0.5023 -3.1923 -2.6494 0.2 0.1 -0.2 0.000
H -0.5645 1.9252 2.6239 0.1 0.3 -0.1 0.000
H 2.8484 1.6585 6.7105 0.1 0.0 -0.3 0.000
C 3.0677 -2.3036 -1.1232 2.3 0.0 0.1 -0.053
H 2.2223 -0.4646 7.7219 -0.4 0.0 -0.1 0.000
H -7.0773 -1.8434 0.2538 0.1 0.2 0.1 0.000
C 1.4982 -3.9201 2.0016 -2.4 1.1 -0.6 0.000
S -0.2461 0.8977 -4.3855 2.2 8.4 -1.9 0.005
C -2.2891 3.2113 2.5052 2.2 -1.2 0.5 0.000
C 1.1366 -2.6145 2.2653 -0.9 1.2 -0.8 0.000
O -0.1967 0.1839 1.4235 0.5 -0.6 2.2 -0.006
C 2.4526 -4.2296 2.9003 3.7 0.9 2.1 0.000
H -0.9667 6.1924 3.0358 0.5 -0.3 0.3 0.000
F -2.8301 0.7623 -5.2082 1.9 -1.5 0.2 0.000
C -3.9849 -1.4472 -0.7380 0.2 -0.2 0.2 0.000
H -0.3194 -0.1165 4.3847 0.0 -0.1 -0.1 0.000
C 0.4809 0.0508 5.0903 -1.3 -0.3 0.0 0.000
C 1.5546 -2.4726 -3.0451 -2.2 0.0 0.2 0.008
N 1.2321 3.6769 -1.7289 0.7 3.9 -4.2 -0.006
H -2.9919 2.4034 2.3644 -0.1 0.3 -0.1 0.000
C -2.6445 3.4790 -0.8719 -0.6 -0.1 0.5 -0.002
O -1.1389 0.4614 -0.4751 0.7 -0.8 0.5 0.014
C -2.4117 4.5304 2.7869 -0.2 0.3 -0.4 0.000
C 5.1722 -1.2749 -3.0363 -0.9 -0.9 1.1 0.007
H 1.8318 -1.0996 3.6151 0.2 -0.1 0.1 0.000
N -4.1541 -0.3585 0.1106 -0.5 -1.6 -1.3 0.000
C -5.4328 -0.4535 0.5233 -0.5 2.7 2.4 0.000
H -4.0508 2.2683 -3.5332 0.1 0.2 -0.1 0.000
V 2.2064 0.4701 -1.9613 -6.6 1.1 -0.1 2.210
C -3.5574 2.9220 -2.8291 -1.5 1.6 0.7 -0.001
H 4.9682 -0.2305 -2.8005 0.5 0.4 -0.2 0.004
H -3.3795 5.0083 2.8252 0.2 0.3 -0.1 0.000
C -5.1779 -2.1943 -0.7672 3.4 0.1 -1.2 0.000
```
Positions in Å, forces in eV/Å.

Kohn-Sham gap (spin up / spin down) ... 2.067 / 3.826 eV
Relative energy (zero: lowest compared OMol25 entry of this formula, charge and spin) ... 217.0 kcal per mole
Total charge ... 0
Electronic energy ... -3809.31781 a.u.
E_HOMO (spin up / spin down) ... -7.02 / -7.04 eV
2S+1 ... 3